--- w ---
The following is a DFT calculation (ωB97M-V/def2-TZVPD) of a 2-piece molecular cluster, C4H11N2 overall.

```
17
C4H11N2 (ωB97M-V/def2-TZVPD)
C 1.94648 -0.98515 -0.18646
C 1.01709 -0.71086 -1.40167
C 0.00112 0.34078 -0.98701
C -1.36750 0.00939 -1.07359
N -2.37405 0.94004 -0.79346
N 0.50789 1.51421 -0.75165
H 1.31191 -1.40858 0.59530
H 2.35828 -0.01924 0.08034
H 2.69589 -1.73461 -0.43353
H 0.59149 -1.61073 -1.84024
H 1.66845 -0.23266 -2.13374
H -1.71189 -0.98905 -1.28730
H -2.76135 0.84598 0.13868
H -1.09241 -0.23871 5.84547
H -2.12033 1.89497 -0.94650
H -0.19906 2.23200 -0.79122
H -0.47201 0.15222 5.96656
```

## Properties
- net charge = 0
- <S²> = 0.77
- highest occupied orbital energy (alpha / beta) (eV) = -8.10 / -9.72
- orbital gap (alpha / beta) (eV) = 9.055 / 9.126
- 2S+1 = 2


--- x ---
The following is a DFT calculation (ωB97M-V/def2-TZVPD) of a 2-piece molecular cluster, C4H11N2 overall.

```
17
C4H11N2 (ωB97M-V/def2-TZVPD)
C -2.17768 0.52831 -1.27135
N -3.18699 -0.06430 -1.84637
H -2.14918 1.60808 -1.30017
H -1.38939 -0.13246 -0.83725
H -3.16101 -1.10039 -2.06381
H -3.96674 0.41470 -2.18844
C 0.99041 0.72713 -0.43036
C 1.67566 0.25430 0.87353
C 1.66060 -1.51407 2.30583
N 0.93776 -0.86676 1.45465
H 1.60453 1.41386 -1.07326
H 0.70100 -0.11017 -1.08965
H 0.07321 1.29287 -0.15939
H 1.72218 1.14922 1.60020
H 2.75225 0.03339 0.71029
H 2.66335 -1.18741 2.60311
H 1.25003 -2.44629 2.71243
```

## Properties
- net charge = 0
- <S²> = 0.75
- highest occupied orbital energy (alpha / beta) (eV) = -5.46 / -10.03
- orbital gap (alpha / beta) (eV) = 6.679 / 11.224
- 2S+1 = 2


--- y ---
The following is a DFT calculation (ωB97M-V/def2-TZVPD) of the molecule C4H11N2.

```
17
C4H11N2 (ωB97M-V/def2-TZVPD)
C 1.38883 -1.09739 -0.96758
C 0.70024 -0.49368 0.26323
C -0.32476 0.54472 -0.16026
C -1.32529 1.15882 0.50906
N -0.97662 1.72111 1.89427
N 0.48422 -1.84834 -1.77608
H 1.88643 -0.28975 -1.50515
H 2.21853 -1.72574 -0.61006
H 0.25091 -1.30650 0.85873
H 1.45984 -0.06202 0.91847
H -0.33579 0.66105 -1.24397
H -2.07177 1.72663 -0.01157
H -0.42333 2.60254 1.72441
H -0.37192 1.06068 2.36780
H -1.79693 2.09138 2.37700
H 0.28073 -1.92020 -2.75354
H -0.11493 -2.46539 -1.24068
```

## Properties
- net charge = 0
- <S²> = 0.75
- highest occupied orbital energy (alpha / beta) (eV) = -4.14 / -8.11
- orbital gap (alpha / beta) (eV) = 5.215 / 8.592
- 2S+1 = 2


--- z ---
The following is a DFT calculation (ωB97M-V/def2-TZVPD) of the molecule C4H11N2.

```
17
C4H11N2 (ωB97M-V/def2-TZVPD)
C -0.19685 -1.01544 -1.54739
C 0.26388 -0.89667 -0.11464
C -0.37918 0.21186 0.69977
C 0.31787 1.02686 1.60532
N -0.10783 2.47716 1.56054
N -0.01472 -2.41849 -2.07360
H -1.25626 -0.80187 -1.62969
H 0.31053 -0.33835 -2.24010
H 0.09994 -1.82474 0.43327
H 1.35275 -0.77387 -0.10762
H -1.47216 0.18418 0.56288
H 0.61002 0.80678 2.63242
H -1.09467 2.58390 1.30209
H 0.38028 3.00917 0.83633
H -0.01257 2.96127 2.45190
H 0.66567 -2.85535 -1.44682
H 0.53331 -2.33639 -2.92464
```

## Properties
- net charge = 0
- <S²> = 0.76
- highest occupied orbital energy (alpha / beta) (eV) = -5.48 / -6.84
- orbital gap (alpha / beta) (eV) = 5.915 / 7.162
- 2S+1 = 2


Which structure is most stable, and how do the rest compare? From most to least stable: w, x, y, z.


--- w ---
The following is a DFT calculation (ωB97M-V/def2-TZVPD) of the molecule C3H5ClN2.

```
11
C3H5ClN2 (ωB97M-V/def2-TZVPD)
Cl 0.51177 -1.66871 -0.40117
C 0.19054 -0.29138 0.72696
C -1.26832 0.22874 0.55175
N -1.24110 1.21750 -0.20842
N -0.00931 1.48425 -0.66305
C 0.91212 0.94901 0.35119
H 0.30825 -0.60365 1.76184
H -2.20070 -0.22888 0.87804
H 0.03137 2.50031 -0.68313
H 0.96134 1.60930 1.23841
H 1.94643 0.86055 -0.05448
```

## Properties
- net charge = 0
- highest occupied orbital energy (eV) = -9.42
- orbital gap (eV) = 10.296


--- x ---
The following is a DFT calculation (ωB97M-V/def2-TZVPD) of the molecule C3H5ClN2.

```
11
C3H5ClN2 (ωB97M-V/def2-TZVPD)
H 2.48505 -0.07496 -0.20230
N 1.63565 0.47876 -0.13742
C 0.59240 -0.31045 -0.04247
N 0.47203 -1.66489 0.04432
C -0.73890 0.38537 0.01585
C -0.92931 1.69164 0.03264
Cl -2.15009 -0.62830 -0.08347
H 1.20651 -2.37419 0.22168
H -0.47644 -2.03482 -0.01623
H -1.92207 2.08254 0.01564
H -0.17484 2.44930 0.15177
```

## Properties
- net charge = 0
- highest occupied orbital energy (eV) = -9.11
- orbital gap (eV) = 9.853


Which structure is most stable, and how do the rest compare? From most to least stable: x, w.


--- w ---
The following is a DFT calculation (ωB97M-V/def2-TZVPD) of CsF2NO4S2 as an isolated structure.

```
10
CsF2NO4S2 (ωB97M-V/def2-TZVPD)
Cs -2.05802 0.08951 -3.61817
N -0.62972 -0.15089 -0.09676
S 0.82665 0.19154 -0.59976
O 1.78252 -0.86060 -0.72214
O 1.35466 1.48594 -0.37107
F 0.43606 0.33328 -2.21804
S -0.30239 -0.19861 1.53853
O -0.19088 1.06363 2.17423
O 0.53996 -1.25198 1.97737
F -1.75884 -0.70182 1.93580
```

## Properties
- net charge = 0
- highest occupied orbital energy (eV) = -9.48
- orbital gap (eV) = 8.079


--- x ---
The following is a DFT calculation (ωB97M-V/def2-TZVPD) of CsF2NO4S2 as an isolated structure.

```
10
CsF2NO4S2 (ωB97M-V/def2-TZVPD)
Cs -0.37676 2.30532 1.24948
N 0.10739 0.13881 0.79258
S -0.99234 -0.67060 0.27261
O -0.70806 -2.13064 0.17308
O -1.85610 -0.03053 -0.73678
F -1.83927 -0.53491 1.66198
S 1.03474 0.07592 -0.62843
O 0.48479 0.75854 -1.81257
O 1.94980 -1.05514 -0.76091
F 2.19582 1.14322 -0.21105
```

## Properties
- net charge = 0
- highest occupied orbital energy (eV) = -10.68
- orbital gap (eV) = 9.951


Which structure is most stable, and how do the rest compare? From most to least stable: w, x.


--- w ---
The following is a DFT calculation (ωB97M-V/def2-TZVPD) of a 2-piece molecular cluster, C4H7F overall.

```
12
C4H7F (ωB97M-V/def2-TZVPD)
C -2.71109 1.01739 -0.11418
C -2.16004 -0.08671 0.33819
F -2.46397 -1.29276 -0.16449
H -3.43205 1.00116 -0.91074
H -2.44714 1.96800 0.30858
H -1.43348 -0.16309 1.13429
C 2.92879 -0.70894 0.22575
C 1.95357 -0.10565 -0.42027
H 3.77752 -1.12904 -0.28966
H 2.92754 -0.81481 1.29814
H 1.10216 0.31786 0.08759
H 1.95819 -0.00341 -1.49321
```

## Properties
- net charge = 0
- highest occupied orbital energy (eV) = -10.13
- orbital gap (eV) = 11.270


--- x ---
The following is a DFT calculation (ωB97M-V/def2-TZVPD) of the molecule C4H7F.

```
12
C4H7F (ωB97M-V/def2-TZVPD)
C 1.32301 -0.33717 0.79383
C 0.08800 -0.61365 0.14043
C -0.74507 0.64121 -0.01556
C -1.28763 0.71668 -1.23778
F -2.11150 1.73349 -1.47960
H 1.95176 -1.23718 0.95297
H 2.02072 0.38218 0.30179
H 1.05666 -0.18981 1.89533
H -0.49273 -1.40806 0.82699
H 0.27275 -1.20574 -0.76062
H -0.92104 1.49019 0.66086
H -1.15494 0.02786 -2.07864
```

## Properties
- net charge = 0
- highest occupied orbital energy (eV) = -9.32
- orbital gap (eV) = 10.498


Which structure is most stable, and how do the rest compare? From most to least stable: x, w.